The following is a quantum chemistry calculation of a molecular structure, C4H6O7Tl, from OMol25.

ΔE to the lowest compared entry with this formula, charge and spin, eV: 2.444
M, g/mol: 370.47
Lowest unoccupied orbital energy, Eh: 0.0381
Total charge: -1
DFT total energy, hartree: -855.2013

Geometry as XYZ:
```
18
Properties=species:S:1:pos:R:3:forces:R:3:mulliken_charge:R:1
O 5.57871 8.13107 2.93618 -0.6750 0.5226 -0.1853 -0.768
C 6.29502 7.80830 3.91512 0.1596 0.3485 -0.2874 0.849
O 6.39812 8.50791 4.95249 -0.2374 0.6295 0.7400 -0.786
O 7.00515 6.67419 3.78769 -0.3094 0.1350 -0.1615 -0.149
O 9.23780 4.84855 3.54333 -0.8836 0.5590 -0.5263 -0.270
C 9.63130 3.63330 3.12730 1.7595 -0.6344 2.3688 0.700
O 9.59809 2.64664 3.84669 -0.8852 0.1485 -0.9016 -0.633
O 10.64545 3.83811 2.26478 -0.1794 0.2146 -1.0712 -0.415
C 8.33353 4.88542 4.64290 -0.1180 -0.5249 -0.2062 -0.564
C 7.86435 6.29968 4.85799 0.1871 0.0620 0.2791 -0.418
Tl 4.57909 10.37879 4.04552 1.0940 -1.6657 -0.1774 0.716
H 11.03827 2.98396 2.04675 -0.4524 -0.0326 0.1113 0.322
H 8.85492 4.53443 5.54487 -0.1009 0.0474 -0.1105 0.385
H 7.47699 4.22285 4.45361 0.2491 0.1126 -0.0935 0.298
H 8.71768 6.99074 4.91256 -0.1941 -0.1044 -0.0282 0.262
H 7.31923 6.34390 5.81000 0.1021 0.0473 -0.1681 0.354
O 7.59409 3.27585 1.35649 0.6035 -0.0857 0.5448 -1.061
H 7.66252 4.23420 1.36731 -0.1195 0.2206 -0.1266 0.176
```
Positions in Å, forces in eV/Å.